(1)
Entry from OMol25: C46H51FN9O9RuS as an isolated structure at a distorted geometry (ωB97M-V/def2-TZVPD).

Each line ends with the Mulliken spin population.
CARTESIAN COORDINATES (ANGSTROEM)
Ru  1.15  -1.18  -0.93  2.47
C  -2.47  -6.36  2.18  0.00
C  -3.22  -5.25  1.44  0.00
C  -4.07  -4.43  2.42  0.00
C  -4.16  -5.90  0.42  0.00
C  -2.21  -4.33  0.79  -0.03
C  -1.24  -3.66  1.57  0.07
C  -0.36  -2.81  0.95  0.00
N  -0.34  -2.55  -0.35  0.10
C  -1.24  -3.18  -1.14  -0.01
C  -2.18  -4.07  -0.56  0.09
C  -1.28  -2.96  -2.56  0.24
C  -1.88  -3.85  -3.45  -0.03
C  -1.85  -3.69  -4.82  0.10
C  -1.03  -2.64  -5.32  -0.03
C  -0.46  -1.76  -4.46  0.15
N  -0.68  -1.83  -3.12  0.15
C  -2.72  -4.57  -5.70  0.02
C  -4.18  -4.25  -5.32  0.01
C  -2.54  -4.27  -7.19  0.00
C  -2.44  -6.06  -5.45  0.02
H  -3.17  -7.09  2.59  0.00
H  -1.87  -5.97  3.00  0.00
H  -1.80  -6.88  1.49  0.00
H  -4.81  -5.06  2.91  0.00
H  -4.59  -3.64  1.89  0.00
H  -3.45  -3.97  3.19  0.00
H  -4.88  -6.53  0.94  0.00
H  -3.61  -6.53  -0.27  0.00
H  -4.71  -5.15  -0.14  0.00
H  -1.18  -3.80  2.64  0.01
H  0.40  -2.31  1.55  0.00
H  -2.91  -4.51  -1.20  0.02
H  -2.36  -4.72  -3.05  -0.01
H  -0.85  -2.52  -6.38  0.02
H  0.13  -0.92  -4.78  0.02
H  -4.39  -3.20  -5.47  0.00
H  -4.38  -4.50  -4.28  0.00
H  -4.87  -4.83  -5.94  0.00
H  -2.81  -3.24  -7.42  0.00
H  -3.19  -4.92  -7.77  0.00
H  -1.52  -4.45  -7.50  0.00
H  -2.61  -6.33  -4.41  0.00
H  -1.41  -6.30  -5.71  0.00
H  -3.11  -6.66  -6.07  0.00
C  3.30  2.45  5.72  0.01
C  2.20  1.39  5.63  0.02
N  1.78  1.15  4.27  0.05
C  2.43  0.20  3.54  0.22
C  2.10  -0.18  2.28  -0.08
C  3.02  -1.25  1.68  0.00
O  4.09  -1.43  2.24  0.01
O  2.60  -1.91  0.69  0.12
C  0.96  0.42  1.64  0.24
O  0.49  0.12  0.49  0.16
C  0.31  1.47  2.39  -0.17
C  -0.80  2.12  1.83  0.33
C  -1.43  3.14  2.51  -0.03
F  -2.53  3.72  1.95  0.00
C  -0.95  3.61  3.72  0.06
C  0.16  2.96  4.29  0.09
C  0.76  1.86  3.68  -0.02
N  -1.46  4.73  4.42  0.02
C  -1.95  4.54  5.77  0.04
C  -1.47  5.77  6.59  0.00
N  -1.05  6.77  5.58  0.00
C  -2.14  7.02  4.61  0.01
C  -2.22  5.75  3.73  0.02
H  3.58  2.61  6.75  0.00
H  2.98  3.39  5.28  0.00
H  4.18  2.10  5.17  0.00
H  1.33  1.69  6.22  -0.01
H  2.58  0.45  6.03  0.00
H  3.28  -0.27  4.01  0.02
H  -1.16  1.80  0.87  0.06
H  0.54  3.34  5.22  0.09
H  -1.55  3.62  6.18  0.00
H  -3.05  4.48  5.80  -0.01
H  -0.62  5.53  7.22  0.00
H  -2.27  6.18  7.21  0.00
H  -0.33  6.27  5.02  0.00
H  -0.68  7.63  6.00  0.00
H  -1.91  7.90  4.00  0.00
H  -3.07  7.21  5.15  0.00
H  -1.77  5.92  2.76  0.00
H  -3.27  5.47  3.57  -0.01
C  -2.20  0.81  -1.54  0.00
O  -1.57  -0.46  -1.50  0.05
C  -0.49  -0.62  -2.36  -0.07
O  0.06  0.34  -2.89  0.31
H  -2.58  1.03  -0.54  0.00
H  -3.04  0.77  -2.24  0.00
H  -1.50  1.58  -1.86  0.00
O  2.38  -4.56  -3.17  0.10
C  2.11  -3.54  -2.65  0.07
N  1.83  -2.48  -2.21  -0.05
O  5.76  7.93  -3.14  0.00
S  4.70  6.98  -3.42  0.00
O  3.67  6.89  -2.41  0.00
O  4.24  6.91  -4.80  0.00
C  5.56  5.33  -3.34  0.00
N  6.76  5.27  -3.86  0.00
C  7.30  4.04  -3.86  0.00
C  6.64  2.94  -3.35  0.00
C  5.33  3.12  -2.85  0.00
N  4.83  4.38  -2.87  0.00
C  4.46  2.09  -2.34  0.00
C  3.14  2.45  -1.99  -0.01
C  2.27  1.49  -1.54  0.01
N  2.61  0.20  -1.41  -0.03
C  3.87  -0.15  -1.69  0.01
C  4.81  0.75  -2.16  0.00
H  8.29  3.97  -4.29  0.00
H  7.10  1.97  -3.36  0.00
H  2.84  3.48  -2.11  0.00
H  1.26  1.75  -1.28  0.00
H  4.13  -1.19  -1.53  0.00
H  5.81  0.39  -2.37  0.00

- multiplicity = 6
- expectation value of S² = 8.831
- energy relative to the best compared isomer or geometry (same formula, charge and spin) (kJ/mol) = 232.0
- maximum force (hartree/bohr) = 0.0662
- total energy (eV) = -96498.5983


(2)
Entry from OMol25: C46H51MgNSSbSi2 as an isolated structure (ωB97M-V/def2-TZVPD).

Each line ends with the Löwdin charge.
CARTESIAN COORDINATES (ANGSTROEM)
Mg  -0.40  -0.29  0.19  0.29
C  2.02  -2.55  1.98  -0.23
Si  1.11  -0.89  2.23  0.63
C  0.01  -1.19  3.80  -0.67
C  -1.08  -2.18  3.36  -0.14
C  -0.68  0.10  4.26  -0.11
C  0.76  -1.80  4.98  -0.11
C  2.53  0.39  2.53  -0.67
C  3.44  0.10  3.73  -0.11
C  1.98  1.81  2.67  -0.12
C  3.39  0.35  1.25  -0.14
H  2.72  -2.78  2.80  0.02
H  2.58  -2.53  1.05  0.01
H  1.31  -3.38  1.92  0.00
H  -1.67  -1.80  2.51  0.05
H  -1.79  -2.34  4.19  0.08
H  -0.68  -3.15  3.09  0.06
H  -1.19  0.61  3.43  0.06
H  0.02  0.80  4.70  0.06
H  -1.44  -0.13  5.02  0.08
H  1.30  -2.71  4.70  0.07
H  0.05  -2.08  5.77  0.08
H  1.47  -1.11  5.42  0.06
H  2.92  0.26  4.67  0.06
H  4.31  0.77  3.71  0.08
H  3.82  -0.93  3.73  0.07
H  1.43  1.96  3.60  0.06
H  1.31  2.07  1.85  0.06
H  2.80  2.54  2.65  0.08
H  3.86  -0.62  1.09  0.07
H  4.19  1.10  1.31  0.09
H  2.79  0.58  0.37  0.04
N  -7.74  0.96  1.48  0.12
C  -6.62  0.84  1.24  -0.20
C  -5.21  0.68  0.94  -0.26
C  -4.28  1.58  1.46  -0.06
C  -2.94  1.41  1.16  -0.16
C  -2.45  0.37  0.35  -0.21
C  -3.43  -0.49  -0.16  -0.14
C  -4.79  -0.36  0.11  -0.05
H  -4.62  2.39  2.09  0.11
H  -2.25  2.13  1.60  0.08
H  -3.16  -1.30  -0.83  0.05
H  -5.51  -1.05  -0.30  0.11
C  2.46  4.35  -3.37  -0.10
C  2.51  3.63  -4.55  -0.10
C  2.28  2.26  -4.54  -0.11
C  2.01  1.58  -3.35  -0.31
C  1.95  2.33  -2.17  -0.11
C  2.18  3.70  -2.17  -0.09
Si  1.72  -0.28  -3.33  0.25
C  3.35  -1.08  -2.85  -0.30
C  3.68  -2.35  -3.35  -0.11
C  4.87  -2.97  -3.01  -0.10
C  5.76  -2.34  -2.14  -0.10
C  5.46  -1.09  -1.63  -0.10
C  4.27  -0.47  -1.99  -0.10
H  2.63  5.42  -3.37  0.09
H  2.71  4.14  -5.49  0.09
H  2.32  1.71  -5.47  0.09
H  1.72  1.84  -1.23  0.07
H  2.14  4.26  -1.24  0.10
H  1.51  -0.68  -4.75  -0.01
H  2.99  -2.86  -4.01  0.10
H  5.10  -3.95  -3.41  0.09
H  6.69  -2.83  -1.87  0.09
H  6.14  -0.59  -0.96  0.10
H  4.06  0.52  -1.60  0.09
S  0.09  -0.85  -2.17  0.19
Sb  -0.96  -3.65  -0.57  1.48
C  -2.60  -3.95  -1.93  -0.38
C  -3.55  -4.94  -1.73  -0.12
C  -4.61  -5.10  -2.62  -0.10
C  -4.73  -4.25  -3.71  -0.10
C  -3.79  -3.26  -3.92  -0.09
C  -2.73  -3.10  -3.03  -0.15
C  -1.46  -5.31  0.72  -0.39
C  -2.44  -5.08  1.70  -0.16
C  -2.79  -6.07  2.60  -0.09
C  -2.17  -7.31  2.55  -0.10
C  -1.19  -7.55  1.60  -0.10
C  -0.84  -6.55  0.69  -0.11
C  0.52  -4.70  -1.68  -0.38
C  0.30  -5.19  -2.97  -0.11
C  1.30  -5.90  -3.63  -0.09
C  2.52  -6.14  -3.01  -0.11
C  2.75  -5.65  -1.74  -0.10
C  1.76  -4.92  -1.08  -0.14
H  -3.47  -5.62  -0.89  0.09
H  -5.35  -5.87  -2.45  0.10
H  -5.56  -4.37  -4.40  0.10
H  -3.88  -2.59  -4.77  0.10
H  -2.01  -2.31  -3.20  0.04
H  -2.93  -4.11  1.76  0.10
H  -3.55  -5.87  3.35  0.10
H  -2.44  -8.08  3.26  0.09
H  -0.70  -8.51  1.56  0.10
H  -0.09  -6.77  -0.06  0.09
H  -0.65  -5.02  -3.46  0.09
H  1.11  -6.28  -4.63  0.10
H  3.29  -6.70  -3.53  0.10
H  3.70  -5.81  -1.25  0.10
H  1.97  -4.54  -0.09  0.08

- multiplicity = 1
- energy relative to the best compared isomer or geometry (same formula, charge and spin) (kJ/mol) = 0.0
- maximum force (hartree/bohr) = 0.0080
- total energy (eV) = -88596.8582
- total charge = -1